DFT (the ωB97M-V functional and the def2-TZVPD basis) results for a molecular structure, C36H30F4N8O20S4Y.

Structure (XYZ):
```
103
Properties=species:S:1:pos:R:3:lowdin_charge:R:1
Y -0.4497 -0.0942 -0.7735 1.6290
N 1.1831 0.7057 -1.9612 -0.3706
S 2.7705 0.7490 -2.0944 0.4733
O 3.4622 1.8912 -1.5796 -0.2215
O 3.3773 -0.0310 -3.1402 -0.2167
F 3.0027 -0.2503 -0.8425 -0.2176
S 1.1069 1.8704 -3.2629 0.5806
O 1.2794 1.4668 -4.6255 -0.1996
O 1.4631 3.2391 -2.9634 -0.2175
F -0.4893 1.9223 -3.1752 -0.1951
N -2.3278 -0.2764 -1.9654 -0.3773
S -2.5815 -0.6317 -3.6454 0.5939
O -3.0354 0.4469 -4.4601 -0.1932
O -2.8531 -1.9898 -4.0097 -0.2104
F -0.9804 -0.5492 -3.8423 -0.2230
S -3.8510 -0.2490 -1.7060 0.4577
O -4.4798 -1.5215 -1.5704 -0.2147
O -4.5911 0.9173 -2.0762 -0.2146
F -3.6354 0.0371 -0.0924 -0.2303
C -3.1456 3.3164 4.9635 -0.0467
C -3.7137 2.9914 3.7266 -0.0430
C -3.1419 2.0262 2.9139 0.0230
C -1.9885 1.3739 3.3688 -0.1255
C -1.4622 1.6488 4.6136 -0.0042
C -2.0085 2.6545 5.3988 -0.0504
N -1.3964 0.3228 2.5529 -0.2672
O -0.5695 -0.3972 3.0603 0.1048
O -1.5892 0.3777 1.3462 -0.0759
H -3.6743 4.0381 5.5708 0.1142
H -4.6497 3.4514 3.4440 0.1160
H -3.6157 1.8111 1.9658 0.1076
H -0.6086 1.0792 4.9537 0.1142
H -1.6108 2.8509 6.3841 0.1135
C 3.0024 -3.9055 -5.7639 -0.0357
C 2.4710 -2.6361 -5.5300 -0.0320
C 1.7568 -2.3909 -4.3728 0.0070
C 1.4743 -3.4013 -3.4539 -0.1276
C 2.0490 -4.6524 -3.6752 0.0109
C 2.7687 -4.9245 -4.8328 -0.0497
N 0.7150 -3.1445 -2.2670 -0.2750
O 0.1977 -2.0284 -2.1388 -0.0831
O 0.5918 -4.0140 -1.4477 0.1452
H 3.5139 -4.2218 -6.6625 0.1140
H 2.6688 -1.8901 -6.2860 0.1209
H 1.4470 -1.3737 -4.1797 0.0889
H 1.9677 -5.4407 -2.9382 0.1213
H 3.1355 -5.9200 -5.0336 0.1114
C 4.3554 -1.4661 4.2817 -0.0552
C 3.1518 -2.0474 4.6884 -0.0525
C 2.2048 -2.3544 3.7383 -0.0026
C 2.3535 -1.9346 2.4272 -0.1403
C 3.5238 -1.3100 2.0207 0.0170
C 4.5201 -1.0420 2.9645 -0.0454
N 1.3029 -2.1688 1.4475 -0.2565
O 0.9968 -1.2795 0.6530 -0.0899
O 0.6386 -3.1583 1.5952 0.1542
H 5.1180 -1.3304 5.0373 0.1130
H 3.0376 -2.2626 5.7409 0.1147
H 1.3327 -2.9274 4.0292 0.1292
H 3.6918 -1.0044 0.9975 0.1042
H 5.3574 -0.4215 2.6789 0.1152
C -1.7774 6.4726 -3.1552 -0.0469
C -0.7190 6.0440 -2.3673 -0.0621
C -0.7848 4.9258 -1.5949 -0.0069
C -1.9690 4.1892 -1.6082 -0.1446
C -3.0681 4.6388 -2.3211 0.0223
C -2.9976 5.8062 -3.0992 -0.0339
N -2.0963 3.0463 -0.7304 -0.2618
O -3.1970 2.7390 -0.3447 0.1194
O -1.0688 2.4031 -0.4236 -0.0669
H -1.6519 7.2623 -3.8841 0.1145
H 0.2352 6.5070 -2.5920 0.1211
H 0.1546 4.5524 -1.2065 0.0964
H -4.0183 4.1215 -2.2983 0.1252
H -3.8634 6.1392 -3.6502 0.1121
C 4.5426 2.8786 4.2245 -0.0712
C 4.7336 3.4637 2.9971 -0.0594
C 3.7642 3.3503 2.0293 0.0141
C 2.6154 2.6083 2.2859 -0.1323
C 2.4981 1.9089 3.4993 0.0079
C 3.3926 2.1737 4.5326 -0.0586
N 1.6265 2.5076 1.2544 -0.3040
O 1.3834 3.4502 0.5613 0.1348
O 1.1160 1.4079 1.0620 -0.0053
H 5.2367 3.0513 5.0405 0.1161
H 5.5745 4.1341 2.8815 0.1197
H 3.9266 3.9501 1.1427 0.1321
H 1.6308 1.3005 3.7267 0.1040
H 3.2515 1.7426 5.5123 0.1130
C -3.7226 -6.3852 -0.9190 -0.0565
C -3.3779 -5.3004 -1.7124 -0.0416
C -2.8297 -4.1665 -1.1370 0.0033
C -2.7026 -4.0832 0.2532 -0.1283
C -3.1308 -5.1228 1.0524 0.0140
C -3.6624 -6.2903 0.4665 -0.0447
N -2.2033 -2.8567 0.8507 -0.2887
O -1.6209 -2.0606 0.1411 -0.0781
O -2.4185 -2.6842 2.0213 0.1367
H -4.1002 -7.3041 -1.3488 0.1126
H -3.5089 -5.4384 -2.7766 0.1182
H -2.5972 -3.3597 -1.8139 0.0886
H -3.1648 -5.1801 2.1305 0.1217
H -3.9723 -7.0891 1.1225 0.1091
```

Values from the calculation:
Relative energy (zero: lowest compared OMol25 entry of this formula, charge and spin)   2.2865 eV
Multiplicity   1
Highest occupied orbital energy   -11.877 eV
Largest force on an atom   9.445 eV/A
Electronic energy   -5362.5098 Ha
Net charge   +1

---

DFT (the ωB97M-V functional and the def2-TZVPD basis) results for 6 unconnected molecules or ions with the total composition C36H30F6.

Structure (XYZ):
```
72
Properties=species:S:1:pos:R:3:lowdin_charge:R:1
F 2.4778 -4.4132 -5.9496 0.0514
C 2.2729 -3.2686 -5.2645 -0.2912
C 3.3771 -2.4990 -4.9360 -0.0207
C 3.1942 -1.3469 -4.1915 -0.0764
C 1.9199 -1.0083 -3.7503 -0.1020
C 0.8273 -1.7947 -4.0793 -0.0730
C 1.0040 -2.9553 -4.8365 -0.0128
H 4.3244 -2.8183 -5.3528 0.1174
H 4.0536 -0.7769 -3.8625 0.1060
H 1.7161 -0.1055 -3.1944 0.0792
H -0.1550 -1.5216 -3.7174 0.1040
H 0.1533 -3.5731 -5.0925 0.1160
F -1.8855 -3.2764 4.4946 0.0405
C -1.2071 -2.4642 5.3423 -0.2867
C -1.8093 -2.1102 6.5360 -0.0164
C -1.1475 -1.2006 7.3540 -0.0823
C 0.0996 -0.7213 6.9738 -0.0998
C 0.6980 -1.1232 5.7847 -0.0721
C 0.0082 -1.9710 4.9232 -0.0157
H -2.8104 -2.4720 6.7296 0.1163
H -1.5818 -0.8658 8.2857 0.1034
H 0.6265 -0.0353 7.6266 0.1007
H 1.6652 -0.7313 5.5013 0.1044
H 0.3927 -2.2818 3.9612 0.1076
F 3.6756 5.0222 -1.0685 0.0521
C 2.3808 4.7181 -0.8383 -0.2837
C 2.0673 3.5905 -0.1093 -0.0074
C 0.7214 3.2823 0.0391 -0.1000
C -0.2731 4.0718 -0.5036 -0.0887
C 0.0858 5.2205 -1.2095 -0.0790
C 1.4196 5.5277 -1.4226 -0.0178
H 2.8736 2.9578 0.2350 0.1199
H 0.4739 2.3815 0.5844 0.0984
H -1.3228 3.8288 -0.4083 0.0960
H -0.6666 5.8738 -1.6328 0.1046
H 1.6857 6.3511 -2.0701 0.1161
F -3.8277 2.4181 -1.6698 0.0399
C -5.0928 2.8248 -1.9254 -0.2818
C -5.9664 2.9858 -0.8642 -0.0179
C -7.2085 3.5339 -1.1215 -0.0843
C -7.5587 3.9048 -2.4158 -0.0966
C -6.6644 3.7454 -3.4608 -0.0811
C -5.4218 3.1831 -3.2141 -0.0194
H -5.6251 2.7446 0.1344 0.1174
H -7.9666 3.5606 -0.3496 0.1059
H -8.5470 4.3103 -2.5899 0.1016
H -6.9220 4.0523 -4.4650 0.1057
H -4.6588 3.0682 -3.9746 0.1193
F 4.0691 -2.2019 3.5712 0.0439
C 4.0781 -2.8436 2.3789 -0.2866
C 3.8322 -4.2020 2.3567 -0.0249
C 3.8351 -4.8603 1.1386 -0.0860
C 4.0918 -4.1702 -0.0391 -0.0880
C 4.4460 -2.8300 0.0339 -0.0944
C 4.3946 -2.1369 1.2335 -0.0255
H 3.6031 -4.7070 3.2859 0.1169
H 3.6404 -5.9242 1.0913 0.1045
H 4.0288 -4.6668 -0.9972 0.1021
H 4.7893 -2.2962 -0.8442 0.1049
H 4.6313 -1.0828 1.2701 0.1188
F 2.1341 -0.9708 -0.5722 0.0505
C 0.8275 -0.7517 -0.3052 -0.2713
C 0.1501 0.2359 -0.9817 -0.0482
C -1.1516 0.5313 -0.5833 -0.0917
C -1.7846 -0.2207 0.3926 -0.0741
C -1.0685 -1.2569 1.0087 -0.0751
C 0.2459 -1.5327 0.6836 -0.0064
H 0.6380 1.0066 -1.5636 0.1091
H -1.6586 1.3651 -1.0524 0.0869
H -2.8125 -0.0745 0.6919 0.1015
H -1.5955 -1.8339 1.7606 0.1003
H 0.7602 -2.3993 1.0764 0.1155
```

Values from the calculation:
Relative energy (zero: lowest compared OMol25 entry of this formula, charge and spin)   0.6119 eV
Multiplicity   1
Highest occupied orbital energy   -9.199 eV
Largest force on an atom   1.282 eV/A
Electronic energy   -1988.9799 Ha

---

DFT (the ωB97M-V functional and the def2-TZVPD basis) results for a molecular structure, C36H30N3OP2S3TeW.

Structure (XYZ):
```
77
Properties=species:S:1:pos:R:3:lowdin_charge:R:1
W 0.7994 -0.1326 0.2309 0.6947
Te 2.8557 1.6150 -0.3375 1.4597
C 3.4529 3.7242 0.0783 -0.4212
C 4.1232 3.8994 1.2674 -0.1120
C 4.7053 5.1537 1.4706 -0.0926
N 4.6291 6.1227 0.5757 0.1057
C 3.9563 5.9358 -0.5441 -0.0894
C 3.3310 4.7218 -0.8581 -0.0897
C 2.2098 1.4141 1.7513 -0.6755
P 2.3418 -0.3788 2.1609 0.8483
C 2.6057 -0.5604 3.9289 -0.3789
C 2.2187 -1.7395 4.5657 -0.0626
C 2.5413 -1.9164 5.9014 -0.0274
C 3.2291 -0.9233 6.5860 -0.0151
C 3.6026 0.2542 5.9466 -0.0303
C 3.2938 0.4457 4.6111 -0.1133
C 3.8474 -0.9753 1.3514 -0.4347
C 5.1158 -0.5214 1.7058 -0.0690
C 6.2156 -0.9371 0.9733 -0.0182
C 6.0587 -1.8314 -0.0802 -0.0153
C 4.8009 -2.3195 -0.4094 -0.0442
C 3.6923 -1.8848 0.2986 -0.1415
P 0.4259 1.8408 1.5678 0.8030
C 0.2063 3.4284 0.7524 -0.4090
C -0.1193 3.4979 -0.6071 -0.1431
C -0.3805 4.7256 -1.1905 -0.0457
C -0.3136 5.8847 -0.4257 -0.0214
C 0.0202 5.8180 0.9202 -0.0287
C 0.2634 4.5934 1.5188 -0.0608
C -0.5453 1.8591 3.0708 -0.3635
C -1.9095 2.1343 2.9038 -0.0854
C -2.7451 2.1040 4.0048 -0.0345
C -2.2252 1.8120 5.2613 -0.0124
C -0.8705 1.5487 5.4220 -0.0262
C -0.0211 1.5618 4.3283 -0.0628
H 4.2073 3.1228 2.0176 0.0842
H 5.2569 5.3594 2.3809 0.1284
H 3.9086 6.7655 -1.2403 0.1307
H 2.7916 4.6114 -1.7885 0.1112
H 1.6763 -2.5061 4.0254 0.1121
H 2.2491 -2.8272 6.4059 0.1281
H 3.4794 -1.0648 7.6291 0.1297
H 4.1335 1.0247 6.4892 0.1272
H 3.5793 1.3610 4.1061 0.1031
H 5.2351 0.1502 2.5473 0.1153
H 7.1981 -0.5722 1.2415 0.1307
H 6.9205 -2.1655 -0.6425 0.1303
H 4.7078 -3.0560 -1.1967 0.1193
H 2.7062 -2.2905 0.0905 0.0786
H -0.2046 2.6008 -1.2024 0.0531
H -0.6570 4.7788 -2.2351 0.1242
H -0.5416 6.8414 -0.8765 0.1287
H 0.0735 6.7225 1.5110 0.1278
H 0.4955 4.5370 2.5760 0.1245
H -2.2967 2.3949 1.9234 0.1159
H -3.8013 2.3107 3.8930 0.1295
H -2.8779 1.8085 6.1239 0.1302
H -0.4668 1.3388 6.4035 0.1246
H 1.0364 1.3849 4.4488 0.0773
S -1.5067 0.1219 -0.5763 0.6821
C -2.0117 -0.7170 0.8758 -1.0146
S -0.6230 -1.5058 1.6089 0.6877
C -3.2361 -0.6050 1.4307 -0.3203
C -3.5424 -1.2241 2.6795 -0.1851
N -3.7341 -1.6842 3.7150 0.2453
C -4.2047 0.2541 0.8258 -0.1952
N -4.9167 1.0022 0.3211 0.2472
C -0.3304 -2.9097 -2.3837 -0.1991
S 0.4483 -1.3826 -2.9187 1.0323
C 1.8682 -2.0395 -3.7807 -0.1944
O 1.1216 -0.8555 -1.5691 -0.8171
H -0.4748 -3.5471 -3.2582 0.0927
H -1.3039 -2.6693 -1.9638 0.0559
H 0.3019 -3.4053 -1.6486 0.0806
H 1.5028 -2.4336 -4.7320 0.0927
H 2.3490 -2.8285 -3.2061 0.0785
H 2.5536 -1.2182 -3.9851 0.0793
```

Values from the calculation:
Multiplicity   1
Highest occupied orbital energy (alpha / beta)   -16.643 / -16.643 eV
Largest force on an atom   3.085 eV/A
Electronic energy   -3840.6304 Ha
Net charge   +3

---

DFT (the ωB97M-V functional and the def2-TZVPD basis) results for a molecular structure, C36H30N4PPrS.

Structure (XYZ):
```
73
Properties=species:S:1:pos:R:3:lowdin_charge:R:1
Pr -1.3672 -1.5565 -1.7463 0.8455
C -1.2826 -1.7766 -4.4939 -0.1878
C -2.4590 -2.4412 -4.0868 -0.1926
C -2.0518 -3.5927 -3.4266 -0.2046
C -0.6505 -3.6187 -3.3572 -0.2211
C -0.1497 -2.4975 -4.0276 -0.2049
H -1.2793 -0.9042 -5.1317 0.1108
H -3.4251 -2.1931 -4.3590 0.0924
H -2.6211 -4.3606 -2.9736 0.1050
H -0.0945 -4.4597 -2.9676 0.1190
H 0.9039 -2.2403 -4.2015 0.1142
S -2.6654 -2.8836 0.3502 0.5590
C -1.4691 -2.8179 1.6134 -0.7902
N -1.7227 -3.0799 2.8351 0.0210
N -0.7823 -3.0020 3.8186 -0.0104
C 0.1439 -1.9472 4.0080 -0.2563
C -0.1859 -0.6194 3.6451 -0.0405
C 0.6732 0.4177 3.9369 -0.0918
C 1.8322 0.1748 4.7097 -0.0888
C 2.1641 -1.1245 5.0836 -0.1008
C 1.3743 -2.2032 4.6874 -0.0391
N -0.0413 -2.6081 1.3331 0.0799
N 0.3006 -2.3342 0.1761 -0.0319
C 1.7141 -2.2459 -0.0229 -0.2434
C 2.6185 -2.3437 1.0203 -0.0045
C 3.9775 -2.2036 0.7820 -0.0745
C 4.4621 -2.0425 -0.4990 -0.0806
C 3.5497 -2.0682 -1.5399 -0.0644
C 2.1886 -2.1226 -1.2941 -0.0367
H -1.1732 -3.3683 4.6719 0.1322
H -1.1701 -0.4323 3.1404 0.1212
H 0.4118 1.4455 3.7238 0.0963
H 2.4844 0.9823 4.9944 0.0922
H 3.0550 -1.3572 5.6287 0.0931
H 1.7059 -3.2048 4.9369 0.1066
H 2.2857 -2.5340 2.0395 0.1022
H 4.6819 -2.3576 1.6121 0.1159
H 5.5463 -2.0574 -0.6471 0.1123
H 3.7557 -2.1274 -2.6233 0.1212
H 1.4939 -2.1233 -2.1067 0.0651
C 3.4426 1.7806 -1.5529 -0.0920
C 3.1031 1.5827 -0.2280 -0.0783
C 1.7892 1.4611 0.2159 -0.0878
C 0.7479 1.5852 -0.7243 -0.3392
C 1.1110 1.8332 -2.0674 -0.0761
C 2.4359 1.8928 -2.4570 -0.1011
P -1.0089 1.1859 -0.2058 1.0889
C -1.4877 2.4729 1.0932 -0.3735
C -0.8202 3.6592 1.2784 -0.1138
C -1.2198 4.6274 2.2168 -0.0845
C -2.3287 4.3868 3.0183 -0.0677
C -3.0381 3.1549 2.8123 -0.0524
C -2.5939 2.2156 1.8642 -0.1078
C -2.0715 1.7078 -1.6038 -0.4639
C -2.4677 2.9879 -1.8662 -0.1084
C -3.1427 3.2785 -3.0199 -0.1000
C -3.4743 2.2562 -3.8882 -0.1075
C -3.0960 0.9619 -3.6404 -0.1249
C -2.3761 0.6675 -2.4611 -0.2788
H 4.4790 1.8197 -1.7764 0.0996
H 3.8512 1.4454 0.5012 0.0925
H 1.5744 1.3250 1.2305 0.0752
H 0.3183 1.9772 -2.8693 0.1308
H 2.7044 2.0148 -3.4942 0.1056
H 0.1230 3.8591 0.7716 0.1046
H -0.5948 5.5149 2.2790 0.1024
H -2.6825 5.0880 3.7847 0.1039
H -3.8264 2.9524 3.4704 0.0788
H -3.1793 1.3193 1.7266 0.1059
H -2.1906 3.8288 -1.1618 0.1243
H -3.4185 4.3068 -3.3297 0.1140
H -3.9264 2.5003 -4.8659 0.1098
H -3.4688 0.1795 -4.2932 0.0812
```

Values from the calculation:
Relative energy (zero: lowest compared OMol25 entry of this formula, charge and spin)   0.0000 eV
Multiplicity   3
Highest occupied orbital energy (alpha / beta)   -7.399 / -7.408 eV
Largest force on an atom   3.089 eV/A
Electronic energy   -2865.3311 Ha
<S²>   2.00

---

The highest multiplicity belongs to which entry?
C36H30N4PPrS